Record 1
{"formula": "CH3IS2", "method": "ωB97M-V/def2-TZVPD", "e_tot_ev": -30855.4639, "spin_multiplicity": 1, "charge": 0, "relative_energy_kcal_mol": 26.7, "homo_energy_ev": [-9.4, -8.9], "e_lumo_ev": [-1.9, -3.1], "species": ["C", "S", "S", "I", "H", "H", "H"], "xyz": [[-0.35052, -0.16543, -0.02668], [-2.12455, 0.00881, -0.38463], [-2.78094, -1.28737, 0.83935], [-1.23865, 0.08904, -3.62350], [0.06236, 0.68008, 0.49649], [0.32917, -0.43135, -0.88885], [-0.36307, -1.04544, 0.65836]], "lowdin_charge": [-0.500, 0.187, 0.185, 0.089, 0.026, 0.022, -0.010]}

Record 2
{"formula": "C24H34AsMgN5O", "method": "ωB97M-V/def2-TZVPD", "e_tot_ev": -101211.0665, "spin_multiplicity": 1, "charge": 2, "relative_energy_kcal_mol": 0.9, "homo_energy_ev": -13.9, "e_lumo_ev": -6.3, "species": ["Mg", "N", "C", "N", "C", "N", "N", "C", "C", "C", "C", "C", "C", "N", "C", "C", "C", "C", "C", "C", "H", "H", "H", "H", "H", "H", "H", "H", "H", "H", "H", "C", "C", "As", "C", "C", "C", "C", "H", "H", "H", "H", "H", "H", "H", "H", "H", "H", "H", "H", "H", "H", "H", "C", "C", "C", "O", "C", "H", "H", "H", "H", "H", "H", "H", "H"], "xyz": [[0.16188, -0.53924, 0.35745], [-2.32590, 1.82626, -2.60188], [-1.38648, 1.05317, -2.08526], [-1.27467, 0.74339, -0.82015], [-2.20603, 1.29525, 0.08128], [-2.11295, 1.13227, 1.36594], [-1.02947, 0.35460, 1.71162], [-0.69269, 0.29393, 2.93883], [0.48039, -0.54226, 3.27469], [0.94680, -0.64468, 4.56878], [2.05953, -1.44022, 4.81638], [2.65810, -2.10807, 3.76326], [2.12807, -1.95203, 2.49133], [1.06757, -1.18567, 2.23962], [-3.30443, 2.10323, -0.44153], [-4.30736, 2.63107, 0.37802], [-5.30908, 3.40052, -0.17107], [-5.32453, 3.66093, -1.54422], [-4.34423, 3.15071, -2.36883], [-3.34213, 2.37267, -1.80625], [-2.32707, 2.00844, -3.59480], [-0.66610, 0.65107, -2.78943], [-1.23564, 0.83911, 3.70650], [0.44780, -0.11291, 5.36888], [2.44876, -1.53800, 5.82148], [3.51913, -2.74385, 3.91826], [2.56510, -2.46603, 1.64243], [-4.27423, 2.42336, 1.43836], [-6.08603, 3.80814, 0.46134], [-6.11219, 4.26919, -1.96885], [-4.35486, 3.35197, -3.43402], [3.88221, 1.42712, 1.50104], [3.98654, 0.40159, 0.37488], [2.38702, 0.29109, -0.73363], [3.01381, -0.90654, -2.14192], [3.17376, -2.34184, -1.63917], [2.36037, 2.01806, -1.64515], [1.54320, 3.09205, -0.92661], [4.75966, 1.36793, 2.14478], [3.00165, 1.25811, 2.12577], [3.83301, 2.44404, 1.11546], [4.16803, -0.59493, 0.77806], [4.80609, 0.63220, -0.30512], [3.96150, -0.51300, -2.50736], [2.30311, -0.85106, -2.96748], [3.99244, -2.42161, -0.92318], [3.39787, -3.01927, -2.46247], [2.26505, -2.70747, -1.15142], [1.96832, 1.83087, -2.64548], [3.39824, 2.32728, -1.76719], [0.51712, 2.76634, -0.74109], [1.50120, 4.00225, -1.52517], [1.98044, 3.35667, 0.03463], [-2.23615, -2.93367, -1.81178], [-2.64265, -3.56257, -0.46115], [-1.52360, -3.16930, 0.51174], [-0.67912, -2.23360, -0.22438], [-0.76562, -2.62268, -1.62058], [-2.79426, -2.01464, -1.99185], [-2.40066, -3.60402, -2.65286], [-2.71356, -4.64530, -0.53389], [-3.60758, -3.18984, -0.12681], [-0.91019, -4.02075, 0.79961], [-1.87064, -2.65678, 1.40533], [-0.13958, -3.50239, -1.77764], [-0.38407, -1.80067, -2.22607]], "lowdin_charge": [0.510, 0.152, -0.142, 0.074, -0.248, 0.105, -0.055, -0.008, -0.242, 0.019, -0.004, -0.010, -0.102, 0.045, -0.085, 0.008, -0.032, -0.028, 0.005, -0.164, 0.174, 0.144, 0.149, 0.132, 0.130, 0.125, 0.118, 0.120, 0.122, 0.125, 0.127, -0.145, -0.403, 1.185, -0.412, -0.156, -0.400, -0.152, 0.084, 0.058, 0.065, 0.055, 0.084, 0.083, 0.065, 0.070, 0.085, 0.044, 0.065, 0.083, 0.041, 0.084, 0.063, -0.126, -0.114, -0.120, -0.278, -0.164, 0.112, 0.128, 0.123, 0.120, 0.133, 0.126, 0.137, 0.111]}

charge of number 2 (C24H34AsMgN5O)? +2